# 1
Below is a structure of composition C10H21InO10 in a non-equilibrium geometry, with properties calculated with ωB97M-V/def2-TZVPD.

Atoms and positions in Å:
In -0.199 -0.636 1.303
O 0.864 -1.916 -5.261
O -2.753 2.682 -0.700
O 0.610 -2.607 7.446
O -2.723 4.840 -1.406
O 0.129 -0.686 -3.402
O -4.489 3.844 -1.630
O -0.260 -2.747 5.374
O 1.705 0.109 -4.817
O 0.617 -4.599 6.499
O 3.074 2.138 -0.050
C 0.796 -0.821 -4.427
C -3.273 3.701 -1.168
C 0.004 -3.046 -4.987
C 2.698 -0.170 -5.792
C 0.299 -3.265 6.341
C 4.470 2.507 -0.237
C 0.429 -1.200 7.583
C -1.358 5.019 -1.235
C 0.307 -5.544 5.505
C -5.309 2.710 -1.609
H -0.924 -2.874 -5.532
H 2.349 -0.657 -6.703
H 0.562 -0.977 8.641
H 0.372 -3.962 -5.449
H -0.769 -5.542 5.332
H -5.735 2.638 -0.609
H 4.707 3.336 0.430
H 0.557 -6.552 5.836
H 3.051 0.813 -6.103
H 0.972 -0.496 6.951
H -6.227 3.016 -2.110
H -1.102 4.888 -0.184
H -0.645 -1.042 7.483
H -4.937 1.759 -1.989
H 5.035 1.712 0.250
H -1.157 6.047 -1.537
H 0.919 -5.346 4.625
H 3.581 -0.723 -5.472
H 4.927 2.604 -1.222
H -0.920 4.376 -1.998
H -0.258 -3.328 -3.967

Results
spin multiplicity = 1
max |F| = 5.3 eV/A
energy above the lowest of the compared OMol25 structures with the same formula, charge and spin = 381.0 kJ/mol
gap between HOMO and LUMO = 0.0595 hartree
E_HOMO = -14.87 eV
charge = +2

Atomic partial charges in e from the Löwdin method, atoms 1 to 5: 0.97 -0.02 0.12 0.02 0.04


# 2
Below is a cluster of 2 separate species, C10H21N2O6P in total in a non-equilibrium geometry, with properties calculated with ωB97M-V/def2-TZVPD.

Atoms and positions in Å:
P -2.192 1.021 0.119
O 3.969 -0.958 1.560
O 3.840 0.578 -0.074
O -2.521 -0.577 0.600
O -6.577 3.393 -1.785
O -1.470 -1.535 2.353
O -3.051 3.327 -0.682
N -0.617 -1.792 0.252
N -0.703 1.188 -0.348
C 2.194 -2.616 -0.562
C 1.430 -3.064 0.689
C 3.798 1.363 2.143
C -5.533 3.461 -0.922
C -0.079 -3.140 0.468
C 2.159 -1.091 -0.814
C -4.113 3.273 -1.548
C -1.528 -1.312 1.163
C 3.545 -0.468 -1.017
C 3.872 0.195 1.206
H 1.752 -3.110 -1.435
H 1.772 -4.080 0.929
H -0.702 1.517 -1.307
H 4.370 2.184 1.706
H -0.235 -3.700 -0.459
H -4.196 2.294 -2.115
H -0.984 -1.642 -0.676
H -4.063 4.028 -2.370
H 1.668 -2.437 1.549
H 1.577 -0.897 -1.713
H -5.454 4.435 -0.358
H 2.770 1.710 2.230
H 4.253 1.109 3.095
H 4.346 -1.210 -1.022
H 3.585 0.023 -1.990
H -2.462 1.772 1.255
H 3.217 -2.987 -0.475
H -5.561 2.697 -0.085
H 1.660 -0.567 -0.001
H -3.154 1.253 -0.856
H -0.582 -3.641 1.294

Results
spin multiplicity = 1
max |F| = 2.9 eV/A
gap between HOMO and LUMO = 0.1056 hartree
E_HOMO = 1.31 eV
charge = -2

Atomic partial charges in e from the Löwdin method, atoms 1 to 5: 0.72 0.10 -0.01 -0.21 -0.45


# 3
Below is a cluster of 2 separate species, C10H21N2O9P in total in a non-equilibrium geometry, with properties calculated with ωB97M-V/def2-TZVPD.

Atoms and positions in Å:
P -2.418 -4.956 2.197
O -2.370 -5.544 3.653
O -2.565 -6.098 1.287
O -0.359 3.381 0.424
O -2.605 -2.944 -0.149
O 2.025 -1.577 -1.529
O -1.004 -4.183 1.917
O -3.669 -4.013 2.009
O 2.698 2.066 0.763
O -1.468 -0.997 -0.052
N 2.611 3.728 -0.680
N 1.143 0.366 -0.966
C -0.346 2.176 -0.289
C 2.175 2.547 -0.230
C 1.007 1.834 -0.939
C -0.988 -2.760 1.634
C 2.061 -0.359 -1.599
C -1.759 -2.244 0.387
C 2.074 4.510 -1.794
C -1.430 2.287 -1.360
C -1.380 -1.965 2.889
C 3.130 0.322 -2.431
H 0.061 -2.523 1.425
H 3.372 4.127 -0.150
H -2.449 -2.051 3.104
H 0.152 3.257 1.231
H 2.670 0.997 -3.149
H 2.243 3.990 -2.738
H -1.834 -6.325 3.472
H -3.598 -3.851 1.048
H -2.041 -0.884 -0.830
H 3.807 0.866 -1.775
H 2.570 5.481 -1.836
H -2.399 2.425 -0.877
H -0.818 -2.330 3.755
H -1.232 3.142 -2.007
H -1.146 -0.905 2.750
H -1.460 1.378 -1.959
H 3.692 -0.442 -2.966
H 1.003 4.675 -1.655
H -0.616 1.390 0.415
H 0.981 2.185 -1.968
H 0.478 -0.174 -0.432

Results
SMILES = CNC(=O)[C@@H](NC(C)=O)[C@H](C)O.C[C@@H](OP(=O)(O)O)C(=O)O
spin multiplicity = 1
max |F| = 3.3 eV/A
energy above the lowest of the compared OMol25 structures with the same formula, charge and spin = 46.4 kJ/mol
gap between HOMO and LUMO = 0.3677 hartree
E_HOMO = -9.78 eV
charge = 0

Atomic partial charges in e from the Löwdin method, atoms 1 to 5: 0.32 -0.07 -0.25 -0.01 0.10


Look up the max |F| of the third one. 3.3 eV/A